287
Properties=species:S:1:pos:R:3:forces:R:3:lowdin_charge:R:1 method="wB97M-V/def2-TZVPD" orbital_gap_ev=7.295 charge=+2
C 6.4533 2.5350 -5.1204 -0.24 0.02 -1.75 -0.06
C 6.9882 3.6863 -4.3037 0.03 -0.96 1.11 -0.15
N 7.9517 3.3341 -3.1990 1.04 -0.72 -0.23 -0.28
C 9.0817 2.4065 -3.6412 -0.83 -0.43 1.84 0.04
C 8.6050 4.5719 -2.7248 1.85 -0.76 0.21 -0.16
C 9.5571 5.3248 -3.6998 -0.89 0.30 0.94 -0.04
C 7.2207 2.6924 -2.0318 -0.18 -0.52 -1.15 -0.05
C 6.4762 3.5974 -1.0780 0.16 0.62 -0.68 -0.22
O 5.7622 4.6125 -1.7382 -0.40 -0.04 -0.18 -0.21
C 5.2724 5.6178 -0.8194 -0.04 -1.34 -0.78 -0.02
H 5.6022 3.0539 -5.6131 0.40 -0.73 -0.19 0.10
H 6.0114 1.6397 -4.6585 0.35 0.52 0.34 0.06
H 7.1656 2.1690 -5.9351 -0.89 0.59 1.16 0.12
H 6.2301 4.2679 -3.7820 -0.22 -0.19 -0.23 0.13
H 7.5548 4.3422 -4.9030 0.45 0.76 -1.05 0.11
H 9.7260 2.8859 -4.3500 -0.13 -0.02 -0.58 0.09
H 8.6392 1.4670 -3.9296 -0.05 -0.17 -0.67 0.10
H 9.6714 2.1659 -2.7276 -0.28 0.42 -0.60 0.12
H 9.2595 4.1886 -1.9038 -0.65 0.65 -0.23 0.15
H 7.7652 5.1168 -2.3499 0.08 1.12 0.23 0.11
H 10.3831 4.7730 -4.1704 -0.62 0.04 0.13 0.09
H 10.0089 5.9978 -2.9913 0.59 0.46 0.15 0.08
H 9.0347 6.0033 -4.3725 0.00 -0.41 -0.38 0.08
H 7.9905 2.1489 -1.5052 -0.01 -0.22 0.44 0.13
H 6.5528 1.9742 -2.5201 0.03 0.05 0.27 0.14
H 7.1363 4.0652 -0.3927 1.17 0.52 0.71 0.11
H 5.8912 2.9802 -0.4335 -0.84 -0.61 0.13 0.09
H 4.4766 5.1912 -0.2429 -0.74 -0.16 0.35 0.08
H 4.8942 6.4347 -1.4179 0.21 0.25 0.08 0.10
H 6.0660 5.8211 -0.1343 0.60 0.88 0.43 0.09
C -9.2129 0.5676 -6.7484 0.70 1.41 -0.22 -0.03
C -8.1454 1.6356 -6.3788 0.18 0.08 -0.61 -0.18
N -6.9629 1.1519 -5.6793 2.10 -1.24 2.19 -0.29
C -6.0227 2.2933 -5.3583 -1.53 0.26 0.32 0.04
C -7.2710 0.3622 -4.4059 -0.73 1.18 0.52 -0.16
C -8.0667 1.1700 -3.3682 -0.67 -0.95 -0.17 -0.05
C -6.2469 0.1465 -6.5291 -0.38 0.37 0.05 -0.09
C -4.8644 -0.2214 -6.0348 0.63 0.97 -1.09 -0.18
O -4.0218 0.8819 -6.3485 -0.03 -0.47 -2.07 -0.23
C -2.6523 0.7265 -6.0351 0.09 -1.98 1.97 -0.07
H -8.8592 -0.2654 -7.3715 -0.04 0.40 0.24 0.09
H -9.8254 1.2328 -7.3498 -0.75 -0.57 -0.28 0.09
H -9.7935 0.2036 -5.8969 0.20 0.14 -0.10 0.08
H -8.5567 2.4992 -5.8581 -0.26 -0.37 0.46 0.13
H -7.6187 2.1281 -7.2062 -0.93 -0.33 -0.71 0.14
H -5.7023 2.7521 -6.2741 0.08 0.14 -0.47 0.11
H -5.1641 1.9608 -4.8050 -0.01 -0.17 0.33 0.08
H -6.6562 2.9696 -4.7898 0.38 0.28 0.14 0.11
H -6.3514 0.0338 -3.9509 0.40 0.09 -0.11 0.10
H -7.8072 -0.4999 -4.7835 -0.32 -0.16 0.31 0.12
H -7.5131 2.0566 -3.0047 -0.47 -0.66 -0.16 0.06
H -8.2824 0.4558 -2.5135 0.31 1.03 -0.85 0.11
H -9.0456 1.4218 -3.8341 0.52 0.15 0.61 0.08
H -6.2289 0.6029 -7.5272 0.36 -0.51 0.07 0.16
H -6.9037 -0.7179 -6.4902 0.21 -0.19 -0.49 0.12
H -4.6493 -1.1695 -6.5787 0.53 0.51 0.45 0.15
H -4.7347 -0.2782 -4.9726 -0.46 -0.98 0.81 0.10
H -2.2215 -0.2981 -6.2817 -0.63 1.14 -0.21 0.11
H -2.6344 0.7787 -4.9206 0.67 0.21 -0.65 0.07
H -2.0593 1.5000 -6.4871 -0.02 0.33 -0.23 0.08
C -0.8027 0.2080 -2.2859 0.54 -2.05 -0.06 -0.04
C 0.1897 0.2735 -1.1345 -0.55 0.24 -0.21 -0.14
N -0.3968 0.9162 0.0891 -0.75 -1.38 0.58 -0.20
C -0.7856 2.3267 -0.2880 0.26 -1.35 1.70 0.02
C -1.6195 0.0558 0.5579 0.87 2.01 0.01 -0.14
C -2.2590 0.5945 1.8046 -0.71 -0.54 0.19 -0.05
C 0.5983 0.8435 1.2255 0.17 0.51 -0.77 -0.08
C 1.9572 1.4165 0.8920 0.24 -1.17 0.32 -0.15
O 2.7166 0.4324 0.1646 0.88 1.10 0.42 -0.21
C 4.0334 0.9888 -0.1827 -0.86 -1.77 0.44 -0.05
H -0.4011 -0.4967 -3.0652 -0.35 0.63 0.71 0.09
H -1.1486 1.0815 -2.7888 0.40 0.99 -0.11 0.05
H -1.7156 -0.2027 -1.8715 -0.16 -0.45 -0.50 0.05
H 1.0836 0.8039 -1.3257 0.74 0.84 -0.60 0.08
H 0.5615 -0.6919 -0.8249 -0.31 -0.61 0.06 0.12
H -1.5088 2.2966 -1.0705 -0.47 -0.11 -0.32 0.06
H 0.1467 2.7444 -0.6090 0.36 0.71 -0.04 0.06
H -1.2097 2.7769 0.6150 0.32 0.14 -0.34 0.11
H -1.3521 -0.9742 0.6476 0.64 -0.59 -0.04 0.11
H -2.2715 0.1771 -0.2511 -1.25 -0.08 -0.99 0.08
H -1.5991 0.4610 2.6688 -0.39 0.29 -0.12 0.06
H -3.1859 -0.0248 1.9697 0.82 0.69 -0.03 0.09
H -2.5598 1.6429 1.6524 0.07 -0.43 0.46 0.10
H 0.5343 -0.1736 1.5781 0.69 -0.57 -0.10 0.14
H 0.2317 1.4112 2.0390 -0.66 0.77 0.48 0.06
H 2.4846 1.6808 1.8272 -0.36 -0.12 -0.40 0.13
H 1.8298 2.3098 0.2841 0.20 0.21 0.01 0.10
H 4.2825 0.3686 -1.0333 0.43 0.51 -0.51 0.06
H 4.7880 0.7750 0.5885 -0.55 0.30 -0.04 0.08
H 3.9334 2.0409 -0.3993 0.08 0.24 -0.31 0.07
C 3.4753 -6.0999 0.4536 0.18 0.45 -0.91 -0.05
C 2.4289 -5.5189 -0.5059 0.26 -0.18 -0.78 -0.13
N 2.7307 -4.1128 -0.9812 0.80 -0.06 0.33 -0.28
C 2.5018 -3.1570 0.1157 1.91 0.67 0.54 0.00
C 4.1523 -3.9462 -1.4504 0.44 -1.07 0.74 -0.16
C 4.4442 -2.5879 -1.9900 -1.20 0.33 -0.56 -0.04
C 1.7905 -3.6664 -2.0344 -1.39 -0.13 0.49 -0.08
C 1.9393 -4.3062 -3.4132 1.06 1.49 0.79 -0.25
O 1.3235 -5.5119 -3.4424 -0.99 -2.81 -0.99 -0.20
C 1.1213 -6.0158 -4.8107 -1.22 1.09 1.52 -0.02
H 3.8576 -5.4560 1.2648 -0.03 0.14 -0.76 0.08
H 4.2675 -6.4892 -0.2180 -0.08 0.00 1.10 0.10
H 2.9791 -6.8722 1.0032 -0.11 -0.93 0.00 0.07
H 1.4629 -5.4088 -0.0455 -0.52 -0.16 0.19 0.11
H 2.3254 -6.1769 -1.4230 0.14 0.87 1.07 0.15
H 3.2773 -3.3111 0.8866 -0.32 0.18 -0.34 0.12
H 1.5583 -3.3033 0.5604 -1.28 -0.17 0.31 0.07
H 2.6166 -2.1576 -0.3228 -0.22 -0.23 0.69 0.09
H 4.3271 -4.7378 -2.1708 -0.08 0.03 -0.42 0.13
H 4.8384 -4.2208 -0.6252 -0.62 0.38 -0.10 0.14
H 5.4655 -2.5967 -2.2542 1.29 0.37 -0.23 0.09
H 4.2092 -1.7777 -1.2994 0.41 -0.11 0.06 0.07
H 3.8937 -2.3787 -2.9166 0.24 -0.09 0.18 0.06
H 1.9078 -2.5783 -2.0714 0.03 -0.32 -0.52 0.12
H 0.7793 -3.8147 -1.5145 1.00 -0.08 -1.30 0.15
H 2.9767 -4.3712 -3.8106 -0.27 0.21 0.52 0.14
H 1.4629 -3.5873 -4.0225 -0.68 0.82 -1.13 0.09
H 0.1152 -5.6375 -5.1208 0.82 -0.27 -0.17 0.10
H 1.0980 -7.0918 -4.7554 0.12 -0.29 -0.04 0.08
H 1.8930 -5.6514 -5.4686 0.28 0.04 -0.28 0.09
C -5.7700 -2.9012 8.4407 -0.09 0.13 0.70 -0.03
C -5.0979 -2.7189 7.0955 0.50 1.37 0.96 -0.20
N -4.9562 -3.8785 6.2050 1.75 -0.04 -0.98 -0.27
C -6.2831 -4.3416 5.7857 -0.90 -0.29 1.35 0.02
C -4.0095 -3.4702 5.0245 -1.25 -1.69 -0.94 -0.11
C -4.7465 -2.8331 3.8552 0.71 1.63 0.18 -0.06
C -4.2032 -4.9600 6.8968 0.99 -0.31 -0.02 -0.09
C -2.6974 -4.7421 7.2522 -1.27 -0.10 1.55 -0.17
O -2.4931 -3.7107 8.1962 -0.12 -0.52 0.39 -0.20
C -2.6674 -4.1516 9.5412 -0.90 0.01 0.16 -0.07
H -6.8523 -2.9640 8.3264 0.00 -0.17 0.20 0.09
H -5.5623 -1.9809 9.0449 -0.17 -0.73 -0.59 0.12
H -5.3921 -3.7496 9.0419 -0.32 0.47 -0.45 0.06
H -4.1035 -2.3257 7.2673 0.11 -0.12 -0.03 0.10
H -5.6343 -1.9574 6.5578 -0.24 0.30 -0.46 0.13
H -6.6943 -4.8967 6.6516 0.00 0.28 -0.58 0.13
H -6.2311 -4.9799 4.9488 0.30 -0.87 -0.91 0.10
H -6.9631 -3.5272 5.5409 0.32 0.18 0.13 0.12
H -3.5067 -4.4113 4.6390 -0.61 1.03 0.67 0.16
H -3.2822 -2.8611 5.5111 0.47 0.64 -0.06 0.10
H -5.5398 -2.1306 4.1661 0.27 -0.33 -0.01 0.09
H -5.1409 -3.5301 3.1238 0.02 -0.21 0.12 0.08
H -3.9863 -2.1866 3.3564 -0.57 -0.58 0.08 0.07
H -4.1612 -5.8056 6.2544 -0.31 -0.72 -0.94 0.13
H -4.8089 -5.2858 7.7183 0.03 0.03 0.81 0.12
H -2.0214 -4.5169 6.4610 0.04 0.06 -1.09 0.10
H -2.3933 -5.7335 7.6527 -0.03 0.46 -0.06 0.15
H -2.1891 -5.0975 9.7038 1.01 -0.34 0.14 0.09
H -3.7018 -4.4017 9.8523 0.09 0.56 -0.54 0.08
H -2.3151 -3.3594 10.1865 0.23 -0.03 0.15 0.10
C -3.5387 5.4991 -3.9809 -2.00 -0.93 0.20 -0.07
C -2.3010 6.2849 -3.7023 0.44 0.38 -1.10 -0.20
N -1.5437 5.8485 -2.4879 1.04 -0.34 -0.21 -0.24
C -0.4087 6.8380 -2.3619 -0.58 0.35 0.19 0.03
C -2.4855 5.9151 -1.3203 0.52 -1.59 0.34 -0.16
C -1.8342 5.5509 0.0318 -0.24 0.50 1.07 -0.04
C -0.9986 4.4238 -2.7396 -1.34 0.43 0.71 -0.06
C -0.2394 4.3125 -4.0112 1.53 -1.31 0.11 -0.25
O -1.1203 4.3261 -5.0761 0.40 0.22 -2.45 -0.25
C -0.4159 4.3846 -6.3951 -0.64 0.52 2.02 0.00
H -3.3460 4.4235 -4.1852 -0.02 0.72 0.25 0.08
H -4.0108 5.8850 -4.9132 0.30 -0.07 0.69 0.10
H -4.3084 5.5673 -3.1321 0.99 -0.02 -1.43 0.11
H -2.5714 7.3249 -3.5470 0.11 0.21 0.10 0.13
H -1.6098 6.1993 -4.5823 -0.76 0.37 1.10 0.14
H 0.1055 6.7976 -3.3127 0.11 0.41 -0.02 0.10
H 0.3282 6.6338 -1.5832 -0.41 -0.47 0.08 0.10
H -0.9109 7.8074 -2.1907 0.52 -0.31 -0.18 0.12
H -3.2755 5.1752 -1.5570 0.42 0.60 0.34 0.10
H -2.8653 6.9330 -1.3518 -0.23 -0.01 0.29 0.13
H -1.2271 6.4327 0.4114 -1.06 -1.02 -0.06 0.10
H -1.1089 4.7130 0.0568 -0.56 0.56 -0.59 0.04
H -2.6851 5.2167 0.7415 1.45 0.97 -0.92 0.12
H -1.8945 3.8023 -2.8014 0.05 -0.02 -0.02 0.11
H -0.4792 4.0878 -1.8485 0.38 0.55 -0.32 0.08
H 0.2934 3.3210 -3.9981 -0.18 0.91 0.23 0.14
H 0.5358 5.0769 -4.1032 -0.10 -0.16 -0.05 0.10
H -1.1833 4.8367 -7.0137 0.22 -0.22 -0.54 0.08
H -0.2040 3.3487 -6.6134 0.35 -0.09 -0.63 0.08
H 0.5115 5.0311 -6.3849 -0.98 -0.76 0.23 0.12
C -3.0071 -8.5744 -2.8199 -2.02 -0.90 0.55 -0.09
O -3.2483 -7.2053 -2.5632 0.15 -1.13 -0.31 -0.19
C -2.0497 -6.5065 -2.7473 -0.32 0.49 2.15 -0.23
C -2.4909 -5.1124 -3.0433 0.01 -0.04 -1.10 -0.11
N -3.1802 -4.3160 -1.9958 0.47 0.29 0.88 0.03
H -2.5425 -4.1309 -1.0920 -0.47 -0.53 -1.11 0.14
H -3.2758 -3.3565 -2.3794 -0.29 -0.54 0.32 0.16
C -4.5664 -4.8017 -1.5662 1.14 1.16 1.22 -0.04
C -5.0053 -3.6325 -0.5928 -0.11 -0.60 -0.79 -0.18
O -4.8508 -2.4285 -1.3638 -0.28 0.30 1.49 -0.21
C -5.1456 -1.2254 -0.5657 -1.16 -0.93 -1.29 -0.03
H -2.4227 -9.0136 -2.0334 0.62 -0.24 0.34 0.09
H -2.5809 -8.7553 -3.7848 0.59 0.14 -0.64 0.09
H -3.9698 -9.1261 -2.8312 0.38 0.53 0.15 0.11
H -1.4337 -6.9727 -3.4930 0.13 0.26 -1.02 0.11
H -1.3926 -6.5409 -1.8532 -0.39 0.05 0.03 0.14
H -3.1978 -5.1983 -3.8801 0.25 0.29 0.07 0.15
H -1.6084 -4.5955 -3.3491 0.47 0.89 -0.26 0.12
H -4.3856 -5.7912 -1.1184 -0.39 0.59 0.15 0.13
H -5.1879 -4.9404 -2.4383 -0.15 0.25 -0.23 0.13
H -4.4010 -3.6959 0.3325 0.28 0.46 -0.57 0.10
H -6.0334 -3.6551 -0.2396 -0.37 -0.57 -0.29 0.12
H -4.5912 -1.2583 0.3334 0.87 0.05 0.97 0.05
H -6.2313 -1.1107 -0.2761 0.89 -0.45 -0.58 0.11
H -4.8572 -0.4111 -1.2106 0.07 0.38 0.00 0.06
C 2.6704 -3.3646 3.9974 1.37 0.90 0.98 -0.08
O 2.1129 -3.2911 5.3176 -0.71 0.35 -0.18 -0.16
C 0.7622 -2.9119 5.2928 -1.27 1.09 -1.87 -0.22
C 0.1873 -2.3008 6.5863 1.18 0.14 0.32 -0.10
N 0.9296 -1.0895 7.0174 1.07 1.07 -1.73 0.05
H 1.9532 -1.3198 7.0419 -0.82 0.27 0.27 0.19
H 0.8557 -0.3797 6.2332 -0.03 -0.51 0.27 0.11
C 0.5143 -0.4086 8.2759 0.68 -0.06 -0.07 -0.09
C 1.3661 -0.9081 9.4207 -0.51 -0.44 0.30 -0.23
O 2.6852 -0.5902 9.1388 1.21 -0.47 -0.05 -0.19
C 3.3317 0.3147 10.0626 -1.84 0.80 -0.93 -0.03
H 2.4367 -4.2267 3.3969 -0.96 -0.39 -0.08 0.07
H 3.7121 -3.4760 4.2434 0.66 0.00 -0.23 0.09
H 2.5898 -2.4118 3.4404 -0.41 -0.41 0.24 0.10
H 0.1224 -3.7810 5.1274 -0.08 -0.28 -0.25 0.11
H 0.5841 -2.2209 4.3436 0.15 -0.99 2.09 0.15
H 0.3088 -2.9428 7.4520 -0.29 -0.69 -0.13 0.13
H -0.8633 -2.0288 6.4802 0.08 -0.06 -0.18 0.12
H -0.5484 -0.5113 8.4023 -0.47 -0.23 0.08 0.13
H 0.7439 0.6443 8.1431 -0.11 0.10 -0.08 0.12
H 1.2380 -2.0062 9.5987 0.12 0.69 -0.05 0.14
H 1.0479 -0.3600 10.2915 -0.37 -0.04 0.65 0.12
H 2.5961 1.1445 10.1889 0.90 -0.12 0.10 0.11
H 4.2344 0.6472 9.5901 0.32 0.25 -0.24 0.09
H 3.5510 -0.0928 11.0256 0.04 -0.73 0.57 0.08
N 2.0590 4.1947 -1.8627 -1.36 1.23 -1.41 -0.55
O 2.1106 2.9643 -1.8575 0.76 -0.94 -0.38 -0.04
O 1.6251 4.7571 -0.8360 0.35 0.63 0.19 -0.05
O 2.2430 4.8559 -2.9422 0.57 -0.80 1.89 -0.05
N -4.1748 1.9866 -2.2110 0.05 -1.73 -1.21 -0.51
O -3.5350 2.7728 -1.4886 -0.65 -0.50 -0.62 -0.03
O -5.4316 1.9759 -2.2550 1.30 0.33 0.30 -0.05
O -3.5420 1.0966 -2.9497 -1.23 1.93 1.50 -0.10
N -1.3030 -3.6653 1.1532 -1.51 -0.19 -1.51 -0.50
O -0.3736 -3.8732 1.9287 -0.41 0.14 -1.13 0.01
O -1.2102 -3.9424 -0.1724 0.44 0.43 2.81 -0.12
O -2.4117 -3.2126 1.5419 1.35 -0.45 -0.28 -0.04
C 1.3135 2.7980 5.5605 -1.05 1.04 2.43 -0.69
F 0.9180 4.0567 5.4614 0.44 0.39 -0.36 0.17
F 2.4458 2.5703 4.9893 0.81 0.00 -0.12 0.21
F 1.3532 2.5608 6.9172 0.62 -0.42 -0.87 0.09
S 0.0261 1.8030 4.8312 -0.95 -0.61 -1.19 0.59
O -0.2521 2.5229 3.6263 0.01 -0.15 -0.12 -0.27
O 0.5808 0.4727 4.7260 1.09 -0.85 -0.38 -0.31
N -1.1274 1.6249 5.8391 -0.31 0.61 1.00 -0.29
S -2.5781 2.2318 5.7260 -0.56 -0.06 0.38 0.60
O -3.0289 2.8288 6.9466 0.23 -0.08 -0.38 -0.26
O -2.8522 2.8257 4.4518 -0.33 -0.24 0.45 -0.26
C -3.4351 0.5653 5.7520 -1.16 1.53 -1.54 -0.64
F -4.7922 0.7066 5.6423 0.85 -0.10 0.37 0.10
F -3.0607 -0.0954 4.6420 0.15 -0.64 0.33 0.09
F -3.1848 -0.1524 6.8258 0.26 -0.49 0.40 0.14
C 2.5857 0.7248 -4.1977 1.10 1.39 0.10 -0.68
F 3.4374 1.6248 -4.7057 -0.13 -0.01 -0.54 0.13
F 3.1897 0.2948 -3.0960 -0.61 -0.08 1.31 0.12
F 1.4458 1.3695 -3.9548 -0.03 -0.72 0.12 0.13
S 2.3953 -0.6967 -5.2691 1.03 -0.35 -0.38 0.55
O 1.3628 -1.4579 -4.6393 -0.91 -0.37 0.31 -0.30
O 2.2383 -0.1359 -6.5525 -0.83 0.27 -1.15 -0.24
N 3.7366 -1.4743 -5.0492 0.53 -0.59 0.96 -0.31
S 5.1048 -1.2971 -5.8004 1.08 0.27 -1.99 0.59
O 4.9947 -0.3856 -6.9126 0.31 -0.01 0.49 -0.29
O 6.3179 -1.2115 -4.9976 -1.64 -0.18 0.20 -0.31
C 5.2560 -2.9545 -6.6796 0.59 0.86 2.09 -0.67
F 5.2030 -3.9709 -5.7757 0.79 0.12 -0.20 0.09
F 4.2275 -3.1375 -7.4430 -0.70 -0.05 -1.52 0.17
F 6.4210 -2.9366 -7.3429 -0.87 -0.59 0.22 0.14
C 5.3564 4.6501 7.0953 2.17 -1.03 2.06 -0.75
F 6.0719 3.5747 7.5156 0.15 -0.38 -0.72 0.10
F 4.1235 4.2891 7.0777 -2.38 -0.29 -0.07 0.17
F 5.5778 5.5201 8.0735 -0.49 1.24 0.17 0.14
S 5.9157 5.2571 5.5270 -0.79 -1.84 -1.78 0.55
O 4.9373 6.2171 5.1660 -0.62 0.68 -0.30 -0.27
O 7.2486 5.6433 5.7361 1.84 0.42 0.10 -0.25
N 5.6819 3.9336 4.6499 0.28 1.53 0.04 -0.30
S 6.5866 2.7135 4.2768 -3.34 0.19 2.96 0.55
O 7.9178 2.9679 3.9151 1.80 -0.04 -0.85 -0.25
O 6.2318 1.6328 5.1812 0.87 -0.01 -1.28 -0.30
C 5.6377 2.3675 2.7501 -1.79 -2.21 -0.07 -0.64
F 5.9544 1.0885 2.3291 0.43 0.85 0.09 0.05
F 4.2784 2.3284 2.8661 0.48 -0.23 1.12 0.08
F 5.7839 3.2034 1.7684 1.46 1.05 -1.11 0.15


22
Properties=species:S:1:pos:R:3:forces:R:3:lowdin_charge:R:1 method="wB97M-V/def2-TZVPD" orbital_gap_ev=7.472 relative_energy_kcal_mol=56.3 charge=-1
C 0.8993 -1.5177 -2.8504 -1.94 -0.22 -0.40 -0.19
N 0.7546 -0.8547 -1.5216 -0.67 -1.91 -1.33 -0.08
C 0.9171 -1.8267 -0.3564 -0.23 -0.61 0.51 -0.47
O 1.6823 -1.3551 0.6323 -0.06 1.26 1.73 -0.32
H 0.8151 -2.6153 -2.8540 0.42 0.18 0.84 0.05
H 1.7659 -1.2761 -3.4059 1.58 0.31 -0.16 0.03
H 0.1274 -1.3435 -3.6659 -0.03 0.65 1.24 0.06
H 1.3477 -0.0385 -1.4854 0.27 -0.34 0.57 0.08
H 1.4731 -2.7557 -0.6716 -1.03 0.21 -0.82 0.09
H -0.1096 -2.1034 0.1307 0.98 0.23 -1.57 0.11
H 0.1782 -2.1745 3.3545 0.33 -0.24 -0.01 0.00
H 0.7672 -1.5070 1.9342 -1.12 -1.09 0.96 0.05
O -0.0681 -1.5899 2.6406 1.07 0.02 -0.96 -0.18
H -1.2416 1.8945 0.6880 4.35 -2.04 0.55 -0.01
H -2.4150 2.2745 1.3854 -2.58 0.21 5.90 -0.02
O -2.0675 2.2302 0.5885 -1.50 1.44 -6.25 0.06
H -1.9104 3.8411 -0.2082 0.37 -0.03 -0.64 -0.01
H -2.5700 4.9939 0.3229 0.68 0.47 -1.18 0.04
O -1.9923 4.7882 -0.4579 -1.10 -0.22 1.71 -0.12
H 0.2744 0.3087 2.5936 -1.16 -0.64 2.49 -0.05
H 0.8164 -0.1207 1.3730 0.71 1.69 -0.87 -0.01
O 0.5556 0.7478 1.8338 0.63 0.68 -2.30 -0.12